This record from the OMol25 dataset describes 3 unconnected molecules or ions with the total composition C4H16N2O2. The level of theory is ωB97M-V/def2-TZVPD.

Geometry as XYZ:
```
24
Properties=species:S:1:pos:R:3:forces:R:3:nbo_charge:R:1
C 0.52056 1.84965 -1.54262 -2.03 -0.97 -0.37 -0.43
N -0.89126 1.42280 -1.34839 -0.51 -0.61 -0.20 -0.64
C -1.06543 0.08333 -0.73887 -0.26 0.64 1.24 -0.06
C -0.05413 -1.01335 -1.08421 0.33 -0.18 0.48 -0.65
C -1.14743 0.38680 0.78484 0.83 2.29 -0.05 -0.22
N -1.29904 -0.72918 1.71535 -0.25 -0.52 -0.58 -0.86
H 0.41105 2.88054 -1.95512 0.84 -0.72 0.58 0.21
H 0.91813 1.71351 -0.52900 0.81 0.75 -0.84 0.23
H 0.94186 1.12858 -2.28079 0.60 0.86 0.49 0.17
H -1.40125 1.48055 -2.21961 0.04 -0.12 -0.03 0.35
H -2.07578 -0.27972 -0.88386 -0.29 -0.10 -1.08 0.19
H 0.05460 -1.25504 -2.14286 -0.23 0.20 0.00 0.22
H -0.31953 -1.92189 -0.55978 -0.57 -0.44 -0.11 0.21
H 0.95085 -0.87341 -0.67660 0.04 0.69 -0.23 0.21
H -0.19335 0.95918 0.94993 -0.71 -0.63 0.56 0.18
H -1.94892 1.17669 0.95912 0.78 -1.02 -0.57 0.19
H -1.87638 -1.43652 1.25892 0.13 -0.04 0.00 0.35
H -1.90064 -0.42082 2.47038 0.34 -0.01 0.26 0.37
O 2.43782 0.86642 0.79421 0.09 0.04 0.10 -0.95
H 2.88365 1.28700 1.54292 -0.25 -0.36 -0.11 0.48
H 1.90911 0.13075 1.13487 0.34 0.12 0.27 0.48
O 1.19106 -2.52143 1.77114 0.54 -0.10 0.41 -0.98
H 1.53065 -2.95792 0.98154 -0.47 0.36 0.00 0.47
H 0.42379 -1.95652 1.59848 -0.15 -0.11 -0.22 0.50
```
Forces are in eV/Å.

Properties
SMILES: CN[C@@H](C)CN.O.O
Total energy in eV: -11481.8665
Frontier orbital gap in eV: 9.43
Spin multiplicity: 1

***

This record from the OMol25 dataset describes 2 unconnected molecules or ions with the total composition C7H16N2P. The level of theory is ωB97M-V/def2-TZVPD.

Geometry as XYZ:
```
26
Properties=species:S:1:pos:R:3:forces:R:3:nbo_charge:R:1
C -3.90651 -1.19443 -1.03799 0.68 0.30 -1.14 -0.72
C 1.18160 -0.89756 0.98955 -2.21 1.15 -0.87 -0.21
C 1.70633 0.35863 -1.08238 -0.52 -0.77 1.06 0.08
C 0.37958 0.46954 1.35602 0.15 -1.43 1.02 -0.25
C 0.69612 1.22168 -0.89486 0.71 0.82 -1.59 -0.26
C 2.84811 -1.67011 -0.59398 1.79 -1.20 0.37 -0.41
C -0.94687 2.26966 0.38942 -2.12 1.75 -1.22 -0.41
N 1.91211 -0.70047 -0.27137 -2.58 0.98 0.86 -0.41
N -0.30938 1.03715 0.14414 2.15 -1.54 -1.11 -0.45
P -2.87975 -0.70165 0.11749 -0.12 -0.77 1.38 0.37
H -4.88202 -1.56270 -1.05202 -1.37 -0.88 0.74 0.24
H -3.56360 -1.10302 -2.05616 0.25 0.45 -0.27 0.23
H 1.94821 -1.22232 1.65697 0.21 0.40 1.29 0.23
H 0.43971 -1.73737 0.97465 0.51 0.54 -0.50 0.21
H -3.44934 -1.20759 1.36453 0.03 0.59 -0.77 0.00
H 2.44934 0.41121 -1.86420 -0.15 0.61 -0.18 0.24
H -0.30258 0.54552 2.25664 0.21 -1.30 -1.22 0.24
H 1.09733 1.16712 1.70933 0.95 1.05 -0.50 0.23
H 0.72168 2.19750 -1.38096 -0.40 -0.50 0.05 0.24
H 2.60143 -2.63982 -0.18005 -0.22 -0.20 0.07 0.22
H 2.90320 -1.77985 -1.64640 0.26 -0.23 -1.03 0.22
H 3.82031 -1.38831 -0.19516 0.43 -0.19 -0.06 0.20
H -1.86886 2.40014 -0.29062 1.68 0.05 1.05 0.24
H -1.20866 2.18367 1.37024 -1.80 0.23 2.71 0.21
H -0.26424 3.08270 0.41108 0.56 0.77 -0.68 0.24
H -1.12323 0.46065 -0.19391 0.94 -0.69 0.53 0.46
```
Forces are in eV/Å.

Properties
Total energy in eV: -19777.5607
Net charge: +1
Frontier orbital gap in eV: 8.21
Spin multiplicity: 1

***

This record from the OMol25 dataset describes a single C18H22ClN3O3 molecule. The level of theory is ωB97M-V/def2-TZVPD.

Geometry as XYZ:
```
47
Properties=species:S:1:pos:R:3:forces:R:3:nbo_charge:R:1
O -7.39123 -0.90728 0.43167 -0.12 -0.04 0.01 -0.58
C -6.33391 -0.33527 0.30261 -0.30 0.36 -0.26 0.66
C -6.15037 1.03698 -0.31061 0.02 -0.02 0.13 -0.50
C -4.95182 1.75393 0.30363 -0.04 -0.08 -0.14 -0.47
C -3.77204 0.82339 0.33816 -0.74 0.08 0.03 0.15
C -2.42837 1.46600 0.27157 0.44 -0.02 -0.07 0.63
O -2.35215 2.67808 0.44296 -0.28 0.09 0.04 -0.64
N -1.33441 0.71833 0.03234 0.08 0.15 0.00 -0.41
C -1.29804 -0.70506 -0.22406 -0.09 -0.72 -0.25 -0.22
C -0.05724 -1.06332 -1.03697 -0.03 0.09 0.28 -0.41
C 1.25124 -0.74806 -0.28486 0.06 -0.26 0.14 -0.05
C 1.71101 -1.97391 0.52109 0.38 0.27 -0.30 -0.06
O 0.69407 -2.36839 1.41679 -0.28 -0.16 0.20 -0.73
C 2.33337 -0.39146 -1.33414 -0.08 -0.09 0.30 -0.42
C 3.69180 -0.09860 -0.76601 0.05 0.04 -0.14 -0.03
C 4.62209 -1.11403 -0.57126 -0.01 0.13 0.00 -0.15
C 5.86816 -0.85174 -0.03282 0.09 0.05 0.06 -0.24
C 6.19805 0.44832 0.31465 -0.20 -0.04 -0.09 -0.05
Cl 7.75276 0.78537 0.99303 0.17 0.04 0.07 0.01
C 5.29851 1.48096 0.11006 0.11 -0.01 0.06 -0.21
C 4.05663 1.20131 -0.43169 0.07 -0.12 -0.03 -0.21
C 0.99148 0.41654 0.68236 -0.09 -0.02 -0.17 -0.43
C -0.04284 1.37853 0.11992 0.26 0.36 0.27 -0.22
N -3.91017 -0.43118 0.52813 0.53 0.21 0.08 -0.21
N -5.15901 -0.93650 0.66185 0.00 -0.39 0.36 -0.45
H -7.06983 1.60854 -0.18751 0.01 -0.13 -0.02 0.25
H -5.99228 0.88526 -1.38382 -0.02 -0.01 0.03 0.23
H -4.69674 2.66088 -0.24392 -0.02 -0.06 0.12 0.26
H -5.17462 2.04927 1.33475 0.02 0.06 -0.03 0.23
H -2.19292 -0.98980 -0.77888 0.25 -0.02 0.09 0.23
H -1.29240 -1.26298 0.71656 -0.10 0.00 -0.17 0.22
H -0.09822 -2.12555 -1.27803 -0.02 -0.05 -0.08 0.22
H -0.08416 -0.50787 -1.97627 0.01 0.00 -0.10 0.20
H 2.62474 -1.71504 1.07378 -0.08 -0.05 -0.07 0.17
H 1.94482 -2.79701 -0.17025 0.04 0.07 -0.02 0.16
H 1.01222 -3.10942 1.94101 -0.02 0.06 -0.02 0.48
H 2.40888 -1.22512 -2.03593 -0.05 0.02 -0.11 0.22
H 1.98842 0.48450 -1.88599 -0.07 -0.03 -0.10 0.22
H 4.37414 -2.12663 -0.85310 -0.04 -0.13 -0.03 0.21
H 6.58186 -1.64720 0.11349 0.09 -0.05 0.02 0.23
H 5.56936 2.49289 0.36701 0.06 0.08 0.03 0.23
H 3.36865 2.01489 -0.60993 -0.10 0.08 -0.02 0.22
H 0.61300 0.01181 1.62143 0.03 0.06 0.08 0.23
H 1.91949 0.94609 0.89501 -0.02 0.01 0.09 0.22
H 0.25925 1.74165 -0.86997 0.01 0.08 0.04 0.18
H -0.16498 2.25059 0.76729 0.08 -0.11 -0.18 0.24
H -5.18627 -1.90268 0.96488 -0.08 0.24 -0.14 0.41
```
Forces are in eV/Å.

Properties
SMILES: O=C1CCC(C(=O)N2CCC(CO)(Cc3ccc(Cl)cc3)CC2)=NN1
Total energy in eV: -42158.7154
Frontier orbital gap in eV: 9.48
Spin multiplicity: 1

***

This record from the OMol25 dataset describes a gas-phase ion, C6H10 (charge +1). The level of theory is ωB97M-V/def2-TZVPD.

Geometry as XYZ:
```
16
Properties=species:S:1:pos:R:3:forces:R:3:lowdin_spin:R:1
C -0.38292 -1.08539 1.20725 -2.21 1.70 -1.24 0.01
C -0.09640 -0.19212 -0.10599 -3.06 -4.56 0.15 0.18
C 0.75202 0.88438 -0.09394 -1.76 -0.81 -0.94 0.31
C 1.31713 1.21386 1.16269 0.96 1.26 0.45 0.07
C -1.06221 -0.06168 -2.39864 -1.36 -4.01 0.24 0.28
C -0.73076 -0.86987 -1.31289 0.14 2.53 1.83 0.05
H -1.22823 -0.70482 1.97960 1.45 -0.59 -2.33 0.01
H 0.46568 -0.96812 1.81689 1.27 -1.03 0.66 0.00
H -0.65847 -2.08864 0.78590 0.60 0.82 1.27 0.00
H 0.81446 1.33924 -1.06277 0.95 0.80 -0.11 0.01
H 2.26222 0.68302 1.16238 0.51 -0.76 0.48 0.03
H 0.67913 0.93975 2.00883 0.47 0.28 -0.18 0.01
H 1.70462 2.21187 1.17653 -0.20 0.88 0.34 0.01
H -1.69251 -0.39520 -3.29773 1.24 0.68 1.52 0.01
H -0.95377 0.89751 -2.06140 0.52 2.89 -0.77 0.01
H -1.18999 -1.80380 -0.96672 0.48 -0.08 -1.37 0.00
```
Forces are in eV/Å.

Properties
Total energy in eV: -6372.9324
<S²>: 0.78
Net charge: +1
Frontier orbital gap (spin up / spin down) in eV: 9.63 / 7.60
Spin multiplicity: 2

***

Which formula does entry 2 have? C7H16N2P